# 1
# C43H34CrN5O7P2S4

C43H34CrN5O7P2S4 as an isolated structure (wB97M-V/def2-TZVPD, the Open Molecules 2025 dataset).

Calculated values
electronic energy: -5779.6966 a.u.
E_HOMO (alpha / beta): -3.18 / -3.29 eV
frontier orbital gap (alpha / beta): 6.813 / 6.920 eV
net charge: -2
spin multiplicity: 4
energy above the lowest of the compared OMol25 structures with the same formula, charge and spin: 6.44 kcal/mol
LUMO level (alpha / beta): 3.630 / 3.630 eV

Structure (XYZ):
```
96
C43H34CrN5O7P2S4 wB97M-V/def2-TZVPD
Cr 0.951 -0.640 -0.481
S 2.107 1.434 -0.628
C 1.997 1.271 -2.340
S 1.065 -0.077 -2.844
C 2.567 2.179 -3.221
C 2.428 2.048 -4.640
N 2.339 1.974 -5.789
C 3.315 3.309 -2.757
N 3.919 4.234 -2.419
C 1.875 1.285 2.687
C 1.180 -0.028 2.653
N 0.885 -0.739 1.586
C 0.194 -1.849 2.000
C 0.060 -1.815 3.354
N 0.693 -0.659 3.741
C -0.639 -2.650 4.358
O -1.246 -3.722 3.925
O -0.638 -2.302 5.524
C -0.245 -2.820 0.951
O -0.897 -3.821 1.289
O 0.101 -2.516 -0.230
H 2.879 1.196 2.267
H 1.941 1.657 3.709
H 1.327 2.005 2.073
H 0.756 -0.355 4.698
H -1.148 -3.843 2.901
C -1.996 4.031 1.173
P -1.378 2.306 0.517
C -2.769 1.369 1.311
C -4.136 1.569 1.129
C -5.072 0.796 1.811
C -4.657 -0.182 2.703
C -3.298 -0.368 2.930
C -2.375 0.402 2.239
C -1.804 2.719 -1.232
C -3.033 2.654 -1.883
C -3.166 3.093 -3.197
C -2.070 3.591 -3.890
C -0.834 3.647 -3.260
C -0.710 3.221 -1.944
P -1.101 4.417 2.726
C -1.920 5.981 3.288
C -1.799 6.361 4.631
C -2.309 7.568 5.084
C -2.949 8.433 4.200
C -3.074 8.071 2.868
C -2.562 6.857 2.416
C -1.883 3.278 3.949
C -1.042 2.565 4.802
C -1.563 1.727 5.786
C -2.937 1.601 5.924
C -3.785 2.302 5.071
C -3.262 3.137 4.096
H -3.081 4.101 1.277
H -1.664 4.776 0.447
H -4.492 2.348 0.468
H -6.131 0.962 1.643
H -5.388 -0.795 3.219
H -2.964 -1.116 3.641
H -1.313 0.264 2.406
H -3.899 2.233 -1.394
H -4.135 3.035 -3.682
H -2.177 3.921 -4.917
H 0.040 3.999 -3.795
H 0.254 3.274 -1.450
H -1.302 5.692 5.327
H -2.209 7.839 6.129
H -3.341 9.381 4.549
H -3.576 8.734 2.172
H -2.668 6.592 1.370
H 0.032 2.671 4.682
H -0.901 1.170 6.439
H -3.348 0.956 6.691
H -4.859 2.186 5.161
H -3.934 3.675 3.436
C -1.866 -0.495 -1.220
O -0.881 0.101 -0.393
H -2.862 -0.153 -0.914
H -1.861 -1.585 -1.148
H -1.729 -0.223 -2.274
O 4.688 -6.357 -0.288
S 3.373 -5.854 0.023
O 2.571 -6.627 0.929
N 3.473 -4.285 0.514
C 3.002 -3.468 -0.387
S 3.158 -1.760 -0.225
C 2.429 -4.144 -1.601
C 1.910 -3.576 -2.748
C 1.476 -4.420 -3.766
C 1.580 -5.803 -3.646
C 2.118 -6.373 -2.498
C 2.526 -5.519 -1.495
H 1.853 -2.500 -2.851
H 1.056 -3.983 -4.666
H 1.253 -6.440 -4.459
H 2.221 -7.447 -2.392
```

Atomic charges from the Löwdin analysis, expressed in e, are listed below: Cr 0.27; S 0.61; C -1.08; S 0.67; C -0.39; C -0.28; N 0.12; C -0.27; N 0.12; C -0.02; C -0.32; N 0.04; C -0.10; C -0.08; N 0.19; C -0.51; O 0.12; O 0.07; C -0.53; O 0.05; O -0.09; H 0.08; H 0.07; H 0.04; H 0.16; H 0.10; C -0.53; P 1.07; C -0.36; C -0.11; C -0.10; C -0.10; C -0.06; C -0.09; C -0.35; C -0.09; C -0.10; C -0.10; C -0.07; C -0.11; P 1.00; C -0.38; C -0.11; C -0.10; C -0.12; C -0.10; C -0.10; C -0.40; C -0.12; C -0.09; C -0.09; C -0.09; C -0.09; H 0.04; H 0.03; H 0.08; H 0.09; H 0.10; H 0.10; H 0.08; H 0.08; H 0.09; H 0.09; H 0.10; H 0.07; H 0.10; H 0.09; H 0.09; H 0.10; H 0.09; H 0.08; H 0.10; H 0.10; H 0.10; H 0.11; C -0.22; O -0.53; H 0.07; H 0.07; H 0.05; O -0.32; S 0.62; O -0.31; N -0.09; C -0.74; S 0.68; C -0.21; C -0.02; C -0.06; C -0.09; C -0.05; C -0.22; H 0.03; H 0.10; H 0.09; H 0.11

***

# 2
# C16H24N4O7P2STi

C16H24N4O7P2STi as an isolated structure (wB97M-V/def2-TZVPD, the Open Molecules 2025 dataset).

Calculated values
electronic energy: -3300.5913 a.u.
E_HOMO: -1.51 eV
frontier orbital gap: 5.984 eV
net charge: -2
spin multiplicity: 1
energy above the lowest of the compared OMol25 structures with the same formula, charge and spin: 0.00 kcal/mol
LUMO level: 4.476 eV

Structure (XYZ):
```
55
C16H24N4O7P2STi wB97M-V/def2-TZVPD
Ti 0.995 1.224 -0.747
O 3.298 3.644 1.187
P 3.459 2.998 -0.288
O 4.898 2.815 -0.600
O 2.701 1.605 -0.184
O 2.619 3.889 -1.219
P 0.653 4.330 -1.028
O 1.141 1.536 -2.537
O 0.624 5.499 -0.105
O 0.315 2.961 -0.256
H 4.041 3.340 1.717
H 1.640 2.353 -2.705
N -3.176 1.796 -1.943
C -1.822 1.875 -1.828
N -1.324 0.950 -1.063
C -2.409 0.205 -0.617
C -2.467 -0.894 0.237
C -3.715 -1.428 0.503
C -4.887 -0.895 -0.054
C -4.844 0.198 -0.900
C -3.587 0.731 -1.164
H -3.755 2.458 -2.424
H -1.236 2.644 -2.310
H -1.579 -1.301 0.704
H -3.784 -2.274 1.176
H -5.844 -1.342 0.188
H -5.745 0.620 -1.329
C 1.076 0.731 4.860
N 0.638 -0.452 4.165
C 0.573 -1.730 4.678
C 0.101 -2.501 3.660
N -0.137 -1.741 2.545
C 0.190 -0.488 2.863
S 0.093 0.970 1.942
H 1.627 0.430 5.752
H 0.229 1.358 5.148
H 1.712 1.324 4.204
H 0.877 -1.960 5.685
H -0.077 -3.566 3.664
H 0.430 -1.301 0.114
C -0.210 -1.593 -2.770
C 1.029 -1.842 -1.905
C 1.002 -3.304 -1.439
C 2.272 -1.628 -2.774
C 1.081 -0.919 -0.672
H -0.225 -2.282 -3.624
H -0.212 -0.571 -3.151
H -1.127 -1.748 -2.195
H 0.991 -3.997 -2.291
H 0.118 -3.493 -0.825
H 1.881 -3.524 -0.826
H 2.257 -2.289 -3.650
H 3.179 -1.840 -2.201
H 2.324 -0.594 -3.117
H 2.099 -0.989 -0.253
```

Atomic charges from the natural (NBO) analysis, expressed in e, are listed below: Ti 1.73; O -0.99; P 2.57; O -1.17; O -1.07; O -1.16; P 1.52; O -1.02; O -1.15; O -1.13; H 0.48; H 0.50; N -0.56; C 0.28; N -0.47; C 0.08; C -0.12; C -0.26; C -0.23; C -0.28; C 0.16; H 0.41; H 0.24; H 0.27; H 0.21; H 0.19; H 0.20; C -0.40; N -0.39; C -0.16; C -0.10; N -0.57; C 0.23; S -0.33; H 0.18; H 0.20; H 0.24; H 0.19; H 0.18; H 0.23; C -0.61; C -0.05; C -0.60; C -0.61; C -0.86; H 0.18; H 0.23; H 0.20; H 0.17; H 0.20; H 0.20; H 0.17; H 0.20; H 0.23; H 0.22

***

# 3
# C6H12N2

C6H12N2 as an isolated structure at a distorted geometry (wB97M-V/def2-TZVPD, the Open Molecules 2025 dataset).

Calculated values
electronic energy: -344.9907 a.u.
E_HOMO: -7.81 eV
frontier orbital gap: 8.671 eV
net charge: 0
spin multiplicity: 1
energy above the lowest of the compared OMol25 structures with the same formula, charge and spin: 211.59 kcal/mol
LUMO level: 0.859 eV

Structure (XYZ):
```
20
C6H12N2 wB97M-V/def2-TZVPD
C -1.887 -1.150 0.915
C -1.481 -0.785 -0.643
C -0.693 0.419 -0.812
C -0.945 1.454 0.204
C 0.724 1.496 0.402
C 2.597 -0.731 0.280
H -0.740 -0.635 1.678
H -2.875 -0.232 1.069
H -1.959 -2.449 0.998
H -2.534 -0.626 -1.186
H -0.651 -1.627 -1.152
H -0.654 0.690 -1.825
H -1.530 2.392 -0.079
H -1.597 0.757 1.099
H 1.342 2.517 -0.045
H 0.855 1.207 1.558
H 2.929 -0.079 1.094
H 3.132 -1.613 -0.049
N 0.672 0.253 -0.439
N 1.384 -0.897 -0.309
```

Atomic charges from the natural (NBO) analysis, expressed in e, are listed below: C -0.68; C -0.43; C -0.13; C -0.42; C -0.27; C -0.27; H 0.20; H 0.24; H 0.28; H 0.22; H 0.25; H 0.20; H 0.22; H 0.24; H 0.23; H 0.21; H 0.19; H 0.19; N -0.26; N -0.20

***

# 4
# C18H25N3O2

An isolated molecule of C18H25N3O2 at a distorted geometry (wB97M-V/def2-TZVPD, the Open Molecules 2025 dataset).

Calculated values
electronic energy: -1015.5854 a.u.
SMILES string: CC1(C)OC(=O)N([C@H]2CC[C@@H]3NCN[C@H]3C2)[C@H]1c1ccccc1
E_HOMO: -8.44 eV
frontier orbital gap: 9.037 eV
net charge: 0
spin multiplicity: 1
energy above the lowest of the compared OMol25 structures with the same formula, charge and spin: 87.91 kcal/mol
LUMO level: 0.595 eV

Structure (XYZ):
```
48
C18H25N3O2 wB97M-V/def2-TZVPD
O 3.307 -1.504 -0.111
O 2.495 -1.267 1.964
C 2.488 -0.966 0.694
C -2.850 -3.268 1.362
C -3.037 -2.019 2.034
C -1.589 -3.602 0.740
C -1.957 -1.127 1.999
C -0.464 -2.712 0.824
C -0.675 -1.427 1.434
N -0.716 2.544 -4.053
N -0.750 3.444 -2.096
N 1.321 -0.316 0.383
C -1.270 3.707 -3.389
C 0.995 -1.690 3.763
C 1.844 0.732 3.279
C 0.516 -0.570 -2.121
C 0.250 0.194 -3.412
C 0.198 1.587 -0.707
C 1.112 0.306 -0.927
C -0.560 1.499 -3.072
C 0.114 2.273 -2.017
C 1.385 -0.629 2.685
C 0.392 -0.351 1.541
H -3.667 -3.876 1.071
H -3.916 -1.774 2.526
H -1.433 -4.571 0.167
H -2.165 -0.195 2.569
H 0.554 -3.031 0.529
H 0.245 2.758 -4.387
H -0.405 4.257 -1.616
H -0.888 4.731 -3.694
H -2.411 3.797 -3.291
H 0.004 -1.580 4.113
H 1.011 -2.705 3.389
H 1.687 -1.631 4.619
H 2.215 1.433 2.561
H 0.852 1.150 3.774
H 2.691 0.524 4.023
H -0.463 -0.960 -1.789
H 1.184 -1.412 -2.277
H -0.366 -0.485 -4.035
H 1.237 0.314 -3.831
H -0.788 1.348 -0.406
H 0.672 2.116 0.189
H 2.100 0.658 -1.384
H -1.552 1.112 -2.884
H 1.129 2.567 -2.442
H -0.077 0.614 1.708
```

Atomic charges from the natural (NBO) analysis, expressed in e, are listed below: O -0.65; O -0.50; C 0.89; C -0.21; C -0.20; C -0.21; C -0.21; C -0.21; C -0.04; N -0.62; N -0.66; N -0.48; C -0.04; C -0.63; C -0.63; C -0.41; C -0.40; C -0.41; C -0.01; C -0.07; C -0.05; C 0.29; C -0.09; H 0.21; H 0.21; H 0.22; H 0.21; H 0.24; H 0.35; H 0.36; H 0.18; H 0.17; H 0.22; H 0.24; H 0.22; H 0.22; H 0.21; H 0.23; H 0.19; H 0.23; H 0.22; H 0.20; H 0.21; H 0.20; H 0.22; H 0.20; H 0.16; H 0.22

***

# 5
# ClO2V

ClO2V as an isolated structure at a distorted geometry (wB97M-V/def2-TZVPD, the Open Molecules 2025 dataset).

Calculated values
electronic energy: -1554.5218 a.u.
E_HOMO: -8.74 eV
frontier orbital gap: 4.679 eV
net charge: 0
spin multiplicity: 1
energy above the lowest of the compared OMol25 structures with the same formula, charge and spin: 89.51 kcal/mol
LUMO level: -4.064 eV

Structure (XYZ):
```
4
ClO2V wB97M-V/def2-TZVPD
O -0.542 -1.460 -0.062
V 0.731 -0.596 0.245
O 1.557 -0.522 -1.096
Cl -1.746 2.579 0.913
```

Atomic charges from the Löwdin analysis, expressed in e, are listed below: O -0.27; V 1.13; O -0.29; Cl -0.57

***

# 6
# C6H14N2O2

A 2-piece molecular cluster, C6H14N2O2 overall at a distorted geometry (wB97M-V/def2-TZVPD, the Open Molecules 2025 dataset).

Calculated values
electronic energy: -496.8847 a.u.
SMILES string: CNC(C)=O.CNC(C)=O
E_HOMO: -9.12 eV
frontier orbital gap: 9.646 eV
net charge: 0
spin multiplicity: 1
energy above the lowest of the compared OMol25 structures with the same formula, charge and spin: 108.44 kcal/mol
LUMO level: 0.530 eV

Structure (XYZ):
```
24
C6H14N2O2 wB97M-V/def2-TZVPD
C 2.283 -1.818 -0.542
C 2.895 -0.344 -0.193
C 2.436 1.932 0.330
C -1.491 -0.676 1.499
C -2.208 -0.219 0.185
C -4.503 0.404 -0.798
H 2.860 -2.110 -1.383
H 1.252 -1.283 -0.845
H 2.221 -2.620 0.316
H 1.090 0.376 -0.741
H 3.513 1.863 0.700
H 2.478 2.834 -0.359
H 2.024 2.313 1.166
H -2.230 -1.081 2.201
H -0.852 0.174 2.161
H -0.549 -1.553 1.192
H -3.928 -0.529 1.241
H -3.778 0.960 -1.522
H -4.967 -0.299 -1.314
H -5.454 0.876 -0.231
N 2.044 0.728 -0.306
N -3.547 0.067 0.379
O 4.111 -0.208 0.101
O -1.564 0.062 -0.849
```

Atomic charges from the natural (NBO) analysis, expressed in e, are listed below: C -0.69; C 0.68; C -0.43; C -0.72; C 0.66; C -0.41; H 0.23; H 0.19; H 0.25; H 0.43; H 0.25; H 0.19; H 0.19; H 0.20; H 0.26; H 0.24; H 0.39; H 0.25; H 0.19; H 0.21; N -0.65; N -0.63; O -0.65; O -0.64

***

# 7
# C6H12N

An isolated ion of composition C6H12N and charge +1 at a distorted geometry (wB97M-V/def2-TZVPD, the Open Molecules 2025 dataset).

Calculated values
electronic energy: -290.1097 a.u.
E_HOMO (alpha / beta): -12.55 / -12.82 eV
frontier orbital gap (alpha / beta): 8.251 / 8.908 eV
net charge: +1
spin multiplicity: 1
energy above the lowest of the compared OMol25 structures with the same formula, charge and spin: 133.19 kcal/mol
LUMO level (alpha / beta): -4.303 / -3.913 eV

Structure (XYZ):
```
19
C6H12N wB97M-V/def2-TZVPD
C -0.151 -2.346 -0.381
C -0.025 -2.165 0.878
C -0.267 -1.180 -1.286
C 0.009 0.768 0.227
C 1.113 1.197 1.181
C -1.229 1.576 0.249
N 0.428 0.102 -0.920
H 0.017 -3.387 -0.824
H -0.082 -2.314 1.881
H 0.233 -1.402 -2.402
H -1.382 -1.102 -1.351
H 1.857 1.915 0.800
H 1.708 0.393 1.589
H 0.673 1.706 2.124
H -2.005 1.198 0.825
H -1.733 1.707 -0.807
H -0.992 2.630 0.583
H 1.398 -0.056 -0.695
H 0.432 0.760 -1.673
```

Atomic charges from the natural (NBO) analysis, expressed in e, are listed below: C -0.35; C -0.05; C -0.25; C 0.25; C -0.72; C -0.70; N -0.54; H 0.28; H 0.22; H 0.24; H 0.27; H 0.24; H 0.24; H 0.27; H 0.26; H 0.23; H 0.26; H 0.45; H 0.44

***

# 8
# C23H10Br2Cl2IN2O5RuS4

C23H10Br2Cl2IN2O5RuS4 as an isolated structure (wB97M-V/def2-TZVPD, the Open Molecules 2025 dataset).

Calculated values
electronic energy: -9422.1772 a.u.
E_HOMO (alpha / beta): -1.66 / -1.76 eV
frontier orbital gap (alpha / beta): 5.376 / 5.471 eV
net charge: -2
spin multiplicity: 2
energy above the lowest of the compared OMol25 structures with the same formula, charge and spin: 12.11 kcal/mol
LUMO level (alpha / beta): 3.714 / 3.714 eV

Structure (XYZ):
```
50
C23H10Br2Cl2IN2O5RuS4 wB97M-V/def2-TZVPD
Ru 0.120 -0.954 0.165
Br -1.246 -4.617 -3.237
C -1.633 -2.768 -3.388
C -2.324 -2.309 -4.512
C -2.638 -0.986 -4.655
Br -3.598 -0.430 -6.210
C -2.271 -0.040 -3.668
C -2.557 1.340 -3.688
C -2.158 2.123 -2.641
C -1.450 1.548 -1.574
N -1.153 0.274 -1.540
C -1.557 -0.519 -2.547
C -1.218 -1.912 -2.363
O -0.607 -2.282 -1.313
H -2.615 -3.020 -5.274
H -3.095 1.761 -4.527
H -2.368 3.184 -2.628
H -1.109 2.144 -0.737
O 4.444 -5.887 2.015
C 3.646 -5.075 1.601
S 4.015 -3.858 0.378
C 2.471 -3.020 0.409
C 1.563 -3.484 1.282
S -0.037 -2.786 1.497
S 2.029 -4.851 2.279
S 2.236 -1.635 -0.636
Cl -0.489 3.446 5.506
C -0.840 2.355 4.179
C -2.116 2.272 3.697
C -2.434 1.405 2.646
I -4.389 1.303 1.929
C -1.479 0.583 2.033
O -1.719 -0.246 1.100
C -0.133 0.719 2.550
N 0.794 -0.050 1.931
C 2.042 -0.033 2.334
C 2.453 0.778 3.403
C 1.549 1.585 4.033
C 0.200 1.575 3.617
H -2.892 2.884 4.138
H 2.733 -0.659 1.784
H 3.493 0.764 3.701
H 1.849 2.233 4.845
Cl 1.933 4.229 -2.110
C 2.436 2.922 -0.977
C 1.633 1.621 -1.209
O 1.016 1.244 -0.162
O 1.693 1.093 -2.312
H 2.286 3.302 0.028
H 3.489 2.735 -1.172
```

Atomic charges from the natural (NBO) analysis, expressed in e, are listed below: Ru 0.77; Br 0.02; C -0.20; C -0.23; C -0.13; Br -0.03; C -0.13; C -0.17; C -0.24; C 0.07; N -0.41; C 0.18; C 0.37; O -0.63; H 0.22; H 0.21; H 0.21; H 0.22; O -0.62; C 0.18; S 0.31; C -0.41; C -0.44; S 0.03; S 0.30; S -0.06; Cl -0.06; C -0.09; C -0.22; C -0.27; I 0.10; C 0.35; O -0.65; C 0.19; N -0.33; C 0.08; C -0.24; C -0.16; C -0.11; H 0.22; H 0.24; H 0.21; H 0.22; Cl -0.12; C -0.45; C 0.76; O -0.77; O -0.69; H 0.21; H 0.21

***

Question: What is the electronic energy in the fifth record?
Answer: -1554.5218 a.u.

***

Question: The lowest electronic energy belongs to which entry?
Answer: C23H10Br2Cl2IN2O5RuS4